Entry from the OMol25 dataset: a structure of composition C35H36GeN2O2ReS3 (the ωB97M-V functional and the def2-TZVPD basis).

XYZ file:
```
80
Properties=species:S:1:pos:R:3:forces:R:3:lowdin_charge:R:1
Re 0.306519 0.311371 1.506708 -0.6 0.0 -0.1 1.028
Ge 1.351234 -0.487938 -2.931055 0.2 0.1 -0.9 1.232
S 2.733159 0.218454 1.082510 0.0 0.0 -0.1 0.865
S 0.928976 1.214520 3.679006 0.1 -0.1 0.0 0.944
S 0.654114 -1.822453 2.495938 0.1 0.1 0.1 0.920
O -0.063773 2.363961 1.046896 -0.1 -0.1 -0.1 -0.314
O -0.270902 -0.691030 -0.203486 0.0 -0.2 0.4 -0.247
N -2.578671 -0.426367 1.593344 0.1 -0.3 0.1 0.151
N -1.635354 0.494458 1.740897 0.4 0.0 0.0 -0.126
C -0.063819 0.091242 -4.011902 0.0 0.1 0.2 -0.370
C -3.323699 -3.555159 -0.102057 -0.1 0.0 0.0 -0.157
C -3.375530 -2.516333 0.857195 -0.1 0.0 0.0 -0.091
C -1.903832 -0.425036 -5.480454 0.0 0.0 0.0 -0.033
C -3.702549 3.407582 2.767582 0.0 0.0 0.0 -0.003
C -4.404179 -2.515299 1.790735 0.0 0.0 0.0 0.039
C -2.121326 1.775939 2.034554 -0.1 0.2 -0.1 -0.191
C -1.834353 0.866655 -5.996191 0.0 0.0 0.0 0.001
C -1.292206 -2.594912 -1.096320 0.0 0.1 0.0 0.010
C -1.586252 4.133911 1.815855 0.1 -0.1 0.0 0.031
C -4.297354 -4.561324 -0.109199 0.0 0.1 0.0 0.060
C 3.084121 -1.563541 1.195234 0.0 0.0 0.0 -0.438
C 2.438518 -2.239108 2.388011 0.0 0.0 0.0 -0.395
C -5.321910 -4.543070 0.830591 0.0 0.0 0.0 0.016
C 4.669118 2.143529 -2.631390 0.0 0.0 0.0 -0.045
C 0.340356 3.075034 -0.174934 0.1 0.0 0.0 0.039
C 2.609682 1.844926 3.352102 0.0 0.0 0.0 -0.420
C 5.186863 0.196728 -3.956926 0.0 0.0 0.0 -0.027
C 3.036037 0.401016 -2.879986 0.0 -0.1 0.2 -0.373
C 3.511606 0.879898 2.607529 0.0 0.0 -0.1 -0.408
C -2.352789 -1.474486 0.844467 -0.1 0.0 -0.1 -0.092
C -1.240283 -1.565812 -0.160461 0.0 0.0 0.0 -0.276
C -1.031615 -0.813240 -4.483600 0.0 -0.1 0.0 -0.105
C -0.003948 1.395005 -4.540803 0.1 0.0 0.0 -0.094
C -5.371647 -3.524967 1.770180 0.0 0.0 0.0 0.021
C 3.411243 1.637786 -2.355399 -0.1 0.1 -0.1 -0.131
C -1.255455 2.807985 1.657270 -0.1 0.1 0.0 -0.227
C -3.367936 2.079916 2.589213 0.1 0.0 0.0 0.038
C -2.283674 -3.554642 -1.055654 0.0 0.0 0.0 0.100
C 1.210592 -0.250610 4.743853 0.0 0.1 0.1 -0.399
C 0.428133 -1.461434 4.266464 0.0 -0.1 0.0 -0.418
C -2.824223 4.422142 2.384702 0.0 0.0 0.0 0.017
C 5.551273 1.427738 -3.435511 0.0 0.0 0.0 -0.017
C -0.886529 1.774163 -5.532793 0.0 0.0 0.0 -0.030
C 3.935395 -0.331371 -3.667504 0.0 0.0 0.1 -0.113
H 2.506922 -3.323018 2.293259 0.0 0.0 0.0 0.113
H 4.965019 3.106655 -2.237794 0.0 0.0 0.0 0.122
H 2.282641 -0.434357 4.788052 0.0 0.0 0.0 0.089
H -3.106400 5.456416 2.528764 0.0 0.0 0.0 0.140
H 6.527498 1.837032 -3.659209 0.0 0.0 0.0 0.132
H -4.253013 -5.348700 -0.850648 0.0 0.0 0.0 0.143
H 3.804964 0.030632 3.221811 0.0 0.0 0.0 0.086
H 0.714922 -2.350885 4.830474 0.0 0.0 0.0 0.119
H 2.729188 2.220980 -1.749535 0.0 0.0 0.0 0.073
H -0.647935 -1.330115 4.388540 0.0 0.0 0.0 0.098
H -2.631749 -1.122534 -5.871141 0.0 0.0 0.0 0.127
H 4.165357 -1.709580 1.204296 0.0 0.0 0.0 0.119
H -4.031648 1.284431 2.893701 0.0 0.0 0.0 0.126
H 0.885130 0.024612 5.748060 0.0 0.0 0.0 0.114
H -0.510122 -2.658674 -1.836760 0.0 0.0 0.0 0.078
H -0.831670 2.764923 -5.962507 0.0 0.0 0.0 0.129
H 2.906848 -1.962901 3.330933 0.0 0.0 0.0 0.087
H 1.453755 -1.985732 -2.639162 -0.1 0.0 0.1 0.003
H 2.438094 2.763822 2.789060 0.0 0.0 0.0 0.095
H 2.708485 -1.965765 0.252496 0.0 0.0 0.0 0.086
H 0.757362 2.090722 -4.205376 0.0 0.0 0.0 0.106
H -0.917138 4.930014 1.517504 0.0 0.0 0.0 0.143
H -6.076363 -5.317351 0.823301 0.0 0.0 0.0 0.139
H 1.148988 3.759933 0.069185 0.0 0.0 0.0 0.119
H 5.873075 -0.358862 -4.581462 0.0 0.0 0.0 0.131
H 0.663295 2.314889 -0.882840 0.0 0.0 0.0 0.071
H -4.653478 3.666127 3.212478 0.0 0.0 0.0 0.137
H -4.464662 -1.735283 2.535672 0.0 0.0 0.0 0.122
H 4.424576 1.394907 2.307799 0.0 0.0 0.0 0.111
H -0.522404 3.609061 -0.563263 0.0 0.0 0.0 0.122
H -1.077269 -1.826221 -4.101820 0.0 0.0 0.0 0.095
H 3.677843 -1.305328 -4.076449 0.0 0.0 0.0 0.107
H -2.258888 -4.359488 -1.782390 0.0 0.0 0.0 0.153
H -6.172350 -3.504075 2.497408 0.0 0.0 0.0 0.137
H -2.522335 1.166027 -6.776524 0.0 0.0 0.0 0.134
H 3.050332 2.131853 4.308879 0.0 0.0 0.0 0.120
```
Positions in Å, forces in eV/Å.

Its multiplicity is 2. Its energy relative to the best compared isomer or geometry (same formula, charge and spin) is 72.4 kJ/mol. The expectation value of S² is 0.957. The calculation puts the HOMO-LUMO gap (spin up / spin down) at 5.67 / 5.21 eV. Its charge is +4. The calculation puts the total energy at -4963.5832 Ha. The calculation puts the largest force on an atom at 0.93 eV/Å. The HOMO energy (spin up / spin down) comes out at -0.6872 / -0.6873 Ha.